ORCA calculation (the ωB97M-V functional and the def2-TZVPD basis) on a cluster of 4 separate species, C33H50N2O11S in total in a non-equilibrium geometry.

The total energy comes out at -71351.4384 eV. The gap between HOMO and LUMO comes out at 6.6 eV. Its SMILES is CCCCCCCCCCc1cc(CCCCCCOC(C)=O)cc2nsnc12.O=C1OCCO1.O=C1OCCO1.O=C1OCCO1. The value obtained for the HOMO energy is -7.847 eV.

The geometry in XYZ format:
```
97
C33H50N2O11S | the Open Molecules 2025 dataset | the ωB97M-V functional and the def2-TZVPD basis
C 3.5673 -4.1152 1.3201
C 4.7437 -3.2953 0.4758
C 5.6154 -2.2578 1.4374
C 5.5550 -0.7479 0.7282
C 5.9327 0.4716 1.7566
C 4.6931 0.9778 2.7123
C 3.9381 2.3472 2.1615
C 2.6234 1.8309 1.2660
C 2.1163 3.0879 0.3393
C 0.6565 3.7088 0.7499
C -0.6127 3.1476 -0.1218
C -2.0780 2.7198 0.5623
C -3.3706 2.2024 -0.3020
C -4.8402 1.7759 0.2819
C -4.9804 1.7980 1.9139
C -4.8993 0.3320 2.6428
C -6.0228 -0.7553 2.1492
C -5.4735 -2.2931 2.5088
C -4.3111 -2.7254 1.3885
O -4.8691 -2.9341 0.0338
C -3.7257 -2.7372 -0.9116
C -2.6317 -3.9721 -1.1813
O -3.5138 -1.5608 -1.5611
C -3.1519 2.0651 -1.9529
C -1.7711 2.4527 -2.7471
N -1.5402 2.3601 -4.2410
S 0.1099 2.9649 -4.4307
N 0.5574 3.3199 -2.7477
C -0.5617 2.9956 -1.7829
H 2.4983 -3.7262 1.0036
H 3.6414 -5.2457 0.9454
H 3.7656 -4.0126 2.4834
H 4.1912 -2.7631 -0.4094
H 5.4848 -4.0943 -0.0028
H 6.7204 -2.6288 1.5730
H 5.1410 -2.1372 2.5020
H 6.3292 -0.6888 -0.1759
H 4.4909 -0.6759 0.2399
H 6.3698 1.3581 1.0885
H 6.8226 0.0664 2.4401
H 5.1220 1.2400 3.7903
H 3.8527 0.1546 2.8477
H 4.6595 2.9974 1.4773
H 3.5155 3.0177 3.0347
H 1.7939 1.3322 1.9244
H 3.0250 0.9985 0.5139
H 2.9087 3.9639 0.5123
H 2.2307 2.7738 -0.7820
H 0.7363 4.8736 0.6713
H 0.4755 3.4570 1.8977
H -2.1638 2.8096 1.7418
H -5.6776 2.4680 -0.2074
H -5.0683 0.6829 -0.1369
H -6.0675 2.2285 2.1544
H -4.2339 2.5809 2.4184
H -5.1092 0.5203 3.8024
H -3.7843 -0.0676 2.5985
H -7.0721 -0.6521 2.6976
H -6.2415 -0.7611 0.9993
H -6.3620 -3.0815 2.4168
H -5.0915 -2.3606 3.6134
H -3.6838 -3.6591 1.7277
H -3.5568 -1.8224 1.3255
H -2.0200 -4.1728 -0.1824
H -1.9624 -3.6009 -2.0723
H -3.1864 -4.9675 -1.4508
H -4.0854 1.6891 -2.5914
O 0.0108 -0.2696 -7.8400
C -0.8399 -0.6480 -7.0522
O -1.7266 -1.6562 -7.2989
C -2.3806 -1.9371 -6.0757
C -2.2353 -0.6633 -5.3081
O -1.0297 -0.1173 -5.8088
H -3.4273 -2.2026 -6.2477
H -1.8752 -2.7782 -5.5897
H -3.0512 0.0398 -5.5065
H -2.1663 -0.8326 -4.2301
O 1.1750 -5.7909 0.7894
C 0.8830 -6.2147 -0.3164
O 1.7859 -6.6834 -1.2266
C 1.0431 -7.2828 -2.2715
C -0.2871 -6.6085 -2.1778
O -0.3900 -6.2810 -0.8051
H 1.5278 -7.1153 -3.2372
H 0.9797 -8.3604 -2.0870
H -0.3304 -5.6857 -2.7658
H -1.1080 -7.2632 -2.4830
O 3.8737 5.8770 4.1075
C 3.1756 6.7049 3.5464
O 3.6562 7.7334 2.7882
C 2.5440 8.3195 2.1381
C 1.3959 7.9473 3.0192
O 1.8115 6.7240 3.5960
H 2.6705 9.4023 2.0541
H 2.4561 7.8923 1.1337
H 1.2289 8.6767 3.8188
H 0.4665 7.8158 2.4583
```

---

ORCA calculation (the ωB97M-V functional and the def2-TZVPD basis) on a structure of composition C33H52CsF2N6O6 in a non-equilibrium geometry.

The total energy comes out at -62275.1458 eV. The gap between HOMO and LUMO comes out at 5.5 eV. The total charge is -1. As for the energy relative to the best compared isomer or geometry (same formula, charge and spin): 0.0000 eV. The value obtained for the HOMO energy is -3.540 eV.

The geometry in XYZ format:
```
100
C33H52CsF2N6O6 | the Open Molecules 2025 dataset | the ωB97M-V functional and the def2-TZVPD basis
Cs 1.5955 1.7574 -1.4536
C -2.3356 -0.3527 -5.0138
C -2.6295 -1.0668 -3.6962
C -2.0622 -2.4997 -3.6610
C -0.5387 -2.7530 -3.6320
C -0.3125 -4.2088 -3.2343
C 0.1138 -2.4734 -4.9946
N 0.0986 -1.8593 -2.6156
C 1.5746 -1.9713 -2.4446
C 1.9627 -2.7061 -1.1686
N 2.0766 -1.7638 -0.0589
C 3.4096 -1.1338 0.0102
C 3.9440 -0.5721 -1.3276
O 4.4373 -1.3860 -2.1225
O 3.7952 0.6751 -1.4856
C 1.7339 -2.2877 1.2761
C 2.0549 -3.7720 1.4796
C 0.3887 -1.8012 1.8314
C -1.0110 -2.2236 1.3529
C -1.9663 -1.7227 2.4545
C -1.1783 -3.7325 1.1927
N -1.3021 -1.5687 0.0524
C -2.6694 -1.7570 -0.4349
C -3.1206 -0.6251 -1.3518
N -2.2616 -0.3126 -2.4865
C -1.9929 1.1148 -2.6213
C -0.6333 1.4975 -3.2260
O -0.4188 2.6982 -3.3712
O 0.2105 0.5640 -3.4426
H -2.6460 -1.0026 -5.8350
H -1.2851 -0.1113 -5.1397
H -2.9051 0.5719 -5.0967
H -3.7248 -1.2105 -3.6766
H -2.4396 -3.0246 -4.5445
H -2.5003 -3.0186 -2.8088
H -0.7948 -4.8647 -3.9613
H -0.7405 -4.4169 -2.2506
H 0.7502 -4.4534 -3.2129
H -0.5691 -2.7537 -5.7966
H 1.0292 -3.0510 -5.1212
H 0.3630 -1.4192 -5.1110
H -0.3592 -1.9351 -1.6852
H -0.0618 -0.8441 -2.9276
H 1.9415 -0.9522 -2.3802
H 2.0231 -2.4132 -3.3292
H 2.9011 -3.2432 -1.3466
H 1.1914 -3.4411 -0.9311
H 4.1618 -1.8560 0.3693
H 3.3344 -0.3159 0.7277
H 2.4274 -1.7729 1.9474
H 1.4157 -4.4464 0.9136
H 1.9477 -4.0286 2.5358
H 3.0891 -3.9728 1.1921
H 0.4134 -0.7086 1.7829
H 0.4220 -2.0385 2.9003
H -1.6786 -2.1425 3.4200
H -3.0025 -2.0099 2.2776
H -1.9125 -0.6339 2.5312
H -0.8078 -4.2537 2.0765
H -0.6306 -4.0996 0.3231
H -2.2304 -3.9986 1.0674
H -1.1101 -0.5726 0.1648
H -3.4068 -1.7876 0.3747
H -2.7370 -2.7271 -0.9321
H -3.1929 0.2673 -0.7299
H -4.1477 -0.8476 -1.6850
H -1.9555 1.5378 -1.6145
H -2.7739 1.6749 -3.1511
O -2.4181 5.9209 4.3281
C -2.9580 5.2629 3.1765
C -2.1468 4.0494 2.8216
C -2.8200 2.9228 2.2551
C -2.0198 2.1173 1.4413
N -0.7035 2.0837 1.4036
C -0.0881 2.7704 2.5473
C -0.7982 4.0684 2.8665
C 1.4021 3.0111 2.3167
C 2.1788 3.6449 3.2878
C 3.5412 3.8018 3.0902
C 4.3636 4.5355 4.1132
O 4.3773 5.9434 3.8795
C 4.0995 3.3061 1.9181
C 3.2593 2.7070 0.9971
N 1.9448 2.5768 1.1855
H -2.9467 6.7087 4.4815
H -2.9545 5.9550 2.3255
H -3.9940 4.9577 3.3597
H -3.8979 2.9067 2.1561
H -2.5232 1.5051 0.6902
H -0.2431 4.9471 3.1654
H 1.7155 3.9913 4.2025
H 5.4055 4.2179 4.0684
H 3.9814 4.3219 5.1168
H 3.4756 6.2110 3.6714
H 5.1620 3.3870 1.7251
H 3.6495 2.2799 0.0707
F 0.1495 2.4100 4.9404
C -0.2401 1.8252 3.7575
F 0.5582 0.7115 3.6263
H -1.2734 1.5007 3.8708
```

---

- Which value of gap between HOMO and LUMO does entry 1 give?
  6.6 eV